This record from OMol25 describes 4 unconnected molecules or ions with the total composition C19H20BrF24NO5S at a distorted geometry. The level of theory is ωB97M-V/def2-TZVPD.

Properties
SMILES string = FC(F)C(F)(F)COC(F)(F)C(F)F.FC(F)C(F)(F)COC(F)(F)C(F)F.FC(F)C(F)(F)COC(F)(F)C(F)F.O=C(NCCCBr)OS
Molecular weight = 910.29 g/mol
E_tot = -6535.9305 a.u.
Gap between HOMO and LUMO = 10.185 eV
Energy relative to the best compared isomer or geometry (same formula, charge and spin) = 0.0 kcal per mole
Lowest unoccupied orbital energy = 0.175 eV

Element x y z (Å)
F: 2.56648 -2.77441 -0.83819
C: 2.14870 -4.02859 -0.56802
F: 1.59104 -4.53405 -1.69290
C: 1.10182 -4.05378 0.54737
F: -0.03346 -3.44582 0.13956
F: 0.81049 -5.37277 0.72362
C: 1.50953 -3.52779 1.93255
O: 1.13547 -2.20828 2.29458
C: 1.90538 -1.11111 1.99944
F: 3.13217 -1.45387 1.55622
F: 2.08082 -0.43935 3.16300
C: 1.19586 -0.14266 1.05335
F: 0.83984 -0.75705 -0.09154
F: 2.03411 0.87164 0.74006
H: 3.00948 -4.64667 -0.29730
H: 0.94539 -4.14451 2.62917
H: 2.56063 -3.72273 2.14403
H: 0.29929 0.26271 1.52804
F: 0.26249 5.29759 -3.47733
C: 1.35867 4.80120 -4.08565
F: 1.23293 5.02617 -5.41522
C: 1.51313 3.29459 -3.86166
F: 0.50980 2.62694 -4.47120
F: 2.66662 2.96610 -4.51084
C: 1.68795 2.77933 -2.42264
O: 0.56464 2.24784 -1.73880
C: -0.30862 3.04996 -1.03824
F: 0.15656 4.30777 -0.89911
F: -0.40799 2.53773 0.21028
C: -1.71534 3.00471 -1.63085
F: -1.71270 3.36049 -2.93291
F: -2.51684 3.87097 -0.96406
H: 2.24464 5.33207 -3.72546
H: 2.34023 1.91453 -2.52881
H: 2.23525 3.48982 -1.80455
H: -2.12182 1.99861 -1.54489
F: -5.51454 -1.64211 -4.97451
C: -5.45826 -0.69735 -5.93584
F: -5.58251 -1.31242 -7.13502
C: -4.13023 0.06100 -5.91112
F: -3.11323 -0.76163 -6.24428
F: -4.23904 0.98978 -6.90293
C: -3.77450 0.84719 -4.64065
O: -2.88495 0.26082 -3.70577
C: -3.30018 -0.56793 -2.69456
F: -4.64009 -0.57249 -2.55480
F: -2.78825 -0.04161 -1.55203
C: -2.72124 -1.98052 -2.80971
F: -3.05022 -2.53904 -3.98844
F: -3.23538 -2.73792 -1.81413
H: -6.29529 -0.00410 -5.81200
H: -3.21627 1.70802 -5.00389
H: -4.66281 1.25025 -4.15465
H: -1.63284 -1.94676 -2.71840
O: 4.09501 -2.71052 7.01816
C: 3.84881 -1.65474 6.47726
N: 2.54417 -1.25088 6.09769
C: 2.04758 -0.05476 6.80276
C: 0.62220 -0.24079 7.24003
C: -0.29334 -0.52191 6.07862
Br: -0.78868 1.11821 5.15244
O: 4.91033 -0.78089 6.29185
S: 4.78802 0.37030 5.07547
H: 2.44830 -1.15645 5.09686
H: 2.67574 0.12149 7.65790
H: 2.10740 0.80513 6.14658
H: 0.55009 -1.04813 7.94638
H: 0.26918 0.66192 7.71204
H: 0.16023 -1.16833 5.35572
H: -1.20811 -0.93863 6.43963
H: 4.64027 1.45845 5.84224